DFT (ωB97M-V/def2-TZVPD) results for a cluster of 23 separate species, C36H46BCl67N3O3 in total in a non-equilibrium geometry.

Cartesian coordinates (Å):
C (1.26001, 3.50817, 3.38258)
C (1.29681, 3.86200, 1.87733)
O (0.32843, 3.14990, 1.08110)
B (0.65185, 1.86307, 0.77065)
O (-0.31668, 0.91333, 0.78784)
N (2.07208, 1.42722, 0.38474)
C (3.03401, 0.93858, 1.40230)
C (2.42553, 0.15746, 2.59800)
C (1.72003, -1.18928, 2.25548)
C (0.54803, -1.38995, 3.27937)
O (0.86783, -2.27967, 4.35413)
C (1.32969, -1.55213, 5.48711)
C (2.32518, 1.54953, -0.87867)
N (1.24506, 2.03210, -1.66531)
Cl (1.75446, 2.62006, -3.20074)
N (3.59495, 1.23520, -1.38194)
C (3.67017, -0.04734, -2.06207)
C (2.58912, -0.75114, -2.54992)
C (2.78252, -2.00166, -3.19060)
C (4.03785, -2.54392, -3.31445)
C (5.15383, -1.83202, -2.82179)
C (4.95191, -0.60991, -2.20990)
H (0.30012, 3.09068, 3.71267)
H (1.38036, 4.45439, 3.93631)
H (2.11992, 2.89606, 3.69577)
H (1.04920, 4.92937, 1.79946)
H (2.32564, 3.78449, 1.49212)
H (-1.01324, 1.17610, 1.42272)
H (3.51458, 1.84080, 1.82244)
H (3.84472, 0.32898, 0.98976)
H (3.30317, -0.14724, 3.19727)
H (1.81180, 0.78635, 3.25393)
H (1.23964, -1.15937, 1.26995)
H (2.39999, -2.04229, 2.36273)
H (-0.36114, -1.76367, 2.78109)
H (0.27068, -0.43359, 3.74943)
H (0.52108, -0.95114, 5.94912)
H (1.70540, -2.23943, 6.25189)
H (2.11997, -0.86729, 5.14267)
H (0.59753, 1.26805, -1.87698)
H (4.00763, 1.98420, -1.93215)
H (1.58639, -0.34427, -2.44176)
H (1.94317, -2.56553, -3.58558)
H (4.21300, -3.51845, -3.77422)
H (6.17147, -2.21176, -2.88114)
H (5.82011, -0.04554, -1.81818)
C (1.23814, -3.96989, 0.01420)
Cl (1.77100, -2.61496, -0.98385)
Cl (-0.50915, -3.89946, 0.24528)
Cl (1.71480, -5.50089, -0.71824)
H (1.71090, -3.89512, 0.98081)
C (-3.28682, 0.15055, 4.13129)
Cl (-4.18884, 1.08742, 5.30589)
Cl (-2.07438, 1.14939, 3.29373)
Cl (-2.49467, -1.21985, 4.90111)
H (-3.98342, -0.22440, 3.38972)
C (0.22239, 4.72066, 7.18325)
Cl (1.65510, 5.67151, 7.57312)
Cl (-0.71098, 5.49459, 5.89906)
Cl (0.67456, 3.07522, 6.71911)
H (-0.40031, 4.66363, 8.06752)
C (-7.88400, 0.75881, 4.07416)
Cl (-8.12229, 2.45788, 4.48371)
Cl (-6.55373, 0.57578, 2.92435)
Cl (-7.59808, -0.20199, 5.52844)
H (-8.78377, 0.39603, 3.58992)
C (8.55641, 1.69466, -1.77349)
Cl (9.02873, 3.08240, -2.75072)
Cl (6.80113, 1.69619, -1.50769)
Cl (9.07916, 0.19811, -2.54655)
H (9.04100, 1.77242, -0.80791)
C (-4.66228, 4.46320, 1.64982)
Cl (-5.86534, 3.66821, 0.62718)
Cl (-5.27048, 6.01226, 2.23356)
Cl (-4.20668, 3.41556, 2.99700)
H (-3.77917, 4.64980, 1.05076)
C (4.75064, -1.11436, 7.27356)
Cl (4.78444, -1.77473, 8.90584)
Cl (4.33470, -2.37700, 6.10168)
Cl (3.62771, 0.24894, 7.18121)
H (5.74131, -0.74808, 7.03482)
C (8.54201, -2.28789, -5.51807)
Cl (9.67959, -2.45398, -4.16827)
Cl (7.19854, -3.42169, -5.34349)
Cl (7.95355, -0.63199, -5.63180)
H (9.06747, -2.52846, -6.43446)
C (-4.03627, -4.80969, 5.69045)
Cl (-4.11158, -5.58413, 7.27357)
Cl (-3.97906, -6.01951, 4.40634)
Cl (-5.40209, -3.71012, 5.46753)
H (-3.12436, -4.22563, 5.64115)
C (8.21570, 0.92799, -9.50196)
Cl (7.60060, 1.75578, -8.06629)
Cl (9.35711, 1.95434, -10.36725)
Cl (8.97267, -0.60883, -9.06326)
H (7.37984, 0.71954, -10.15798)
C (-3.56265, -2.23983, -1.24677)
Cl (-5.07297, -1.50149, -1.77882)
Cl (-2.29468, -1.01368, -1.08939)
Cl (-3.78971, -3.09659, 0.28099)
H (-3.25163, -2.95809, -1.99815)
C (3.57096, 6.86639, 0.37709)
Cl (3.56009, 6.17712, 2.00401)
Cl (3.35025, 5.59479, -0.83811)
Cl (2.32557, 8.09919, 0.21615)
H (4.53530, 7.33055, 0.21092)
C (-2.59252, -9.69631, 2.87955)
Cl (-1.68715, -9.51199, 4.38336)
Cl (-3.77355, -10.99878, 3.01667)
Cl (-3.38515, -8.17839, 2.44400)
H (-1.89466, -9.95171, 2.09192)
C (-3.56871, 0.32227, -4.58366)
Cl (-2.07354, 1.21922, -4.28190)
Cl (-4.63618, 1.23876, -5.64532)
Cl (-3.22350, -1.26911, -5.26953)
H (-4.07307, 0.17778, -3.63551)
C (1.44323, -5.80206, 4.82403)
Cl (1.99243, -4.68071, 3.57288)
Cl (-0.31301, -5.72951, 4.99323)
Cl (1.96326, -7.44831, 4.46131)
H (1.88980, -5.50391, 5.76486)
C (1.21831, -0.28577, -6.36478)
Cl (2.40861, -0.38253, -5.06915)
Cl (-0.13198, -1.40107, -6.02944)
Cl (0.63453, 1.37115, -6.55644)
H (1.68713, -0.58762, -7.29390)
C (-7.41778, 6.88233, -0.98861)
Cl (-7.53460, 8.30004, 0.05825)
Cl (-9.01892, 6.33422, -1.48115)
Cl (-6.41657, 7.23320, -2.40175)
H (-6.94460, 6.08496, -0.42827)
C (-10.78369, -0.32819, 0.94840)
Cl (-9.55816, -1.59390, 1.07425)
Cl (-10.36219, 1.04510, 1.97996)
Cl (-10.96357, 0.20270, -0.72071)
H (-11.72862, -0.73453, 1.28753)
C (-1.32538, -5.62844, -3.78961)
Cl (-2.86017, -4.91008, -4.29378)
Cl (-0.06979, -4.38571, -3.68712)
Cl (-1.51132, -6.47166, -2.25117)
H (-1.02482, -6.35283, -4.53650)
C (8.80742, 6.28868, -5.64897)
Cl (10.16541, 5.79402, -4.63284)
Cl (7.98978, 4.88219, -6.33835)
Cl (7.67375, 7.28300, -4.73091)
H (9.19704, 6.88343, -6.46580)
C (-8.84449, 2.84037, -3.69784)
Cl (-8.08631, 2.88550, -2.10066)
Cl (-10.10435, 1.60531, -3.74271)
Cl (-9.50204, 4.41963, -4.12692)
H (-8.08569, 2.57978, -4.42515)
C (-7.80949, -3.32440, -4.03038)
Cl (-8.39506, -2.43223, -2.62237)
Cl (-6.59168, -2.38826, -4.90439)
Cl (-7.15547, -4.89086, -3.54590)
H (-8.64687, -3.49555, -4.69531)

Calculated values
HOMO level = -10.9 eV
Total energy = -32646.71899 Ha
Energy above the lowest of the compared OMol25 structures with the same formula, charge and spin = 0.0 kcal/mol
Kohn-Sham gap = 7.8 eV
Net charge = +1

Mulliken population analysis, charges in e, atoms 1 to 5:
1 C -0.72
2 C 0.08
3 O -0.38
4 B 0.25
5 O 0.04

=====

DFT (ωB97M-V/def2-TZVPD) results for the molecule C2H7B in a non-equilibrium geometry.

Cartesian coordinates (Å):
B (0.16810, -0.21737, -0.52084)
C (1.31713, -0.31836, 0.46504)
C (-1.41515, 0.11889, -0.05100)
H (0.29938, -0.00919, -1.61562)
H (2.32542, -0.43134, 0.21948)
H (1.11887, -0.75295, 1.39777)
H (1.47796, 0.79960, 0.60287)
H (-1.46645, 0.08147, 1.00099)
H (-2.06345, -0.61035, -0.49172)
H (-1.73105, 1.04533, -0.43527)

Calculated values
HOMO level = -10.5 eV
Total energy = -105.20652 Ha
Energy above the lowest of the compared OMol25 structures with the same formula, charge and spin = 2.7 kcal/mol
Kohn-Sham gap = 11.2 eV
SMILES string = CBC
Net charge = 0

Mulliken population analysis, charges in e, atoms 1 to 5:
1 B 0.10
2 C -0.87
3 C -0.98
4 H -0.09
5 H 0.36

=====

DFT (ωB97M-V/def2-TZVPD) results for a structure of composition C12H28InN4O4 in a non-equilibrium geometry.

Cartesian coordinates (Å):
In (-0.14998, -0.22093, 0.58737)
C (1.48028, 2.14076, 1.43298)
O (1.23729, 1.22178, 0.52658)
N (2.04630, 3.29736, 1.19547)
C (2.07775, 4.12023, 2.42444)
C (2.28279, 3.63497, -0.21150)
H (1.09463, 1.94602, 2.49527)
H (2.34832, 5.13845, 2.19823)
H (2.84857, 3.66157, 3.06241)
H (1.19472, 3.90557, 2.93648)
H (1.87450, 4.61349, -0.34173)
H (3.36609, 3.53742, -0.43161)
H (1.81860, 2.91447, -0.85796)
C (0.01101, 0.31681, -2.26302)
O (-0.87573, 0.03848, -1.34918)
N (-0.06352, 0.05577, -3.53635)
C (0.99654, 0.47677, -4.54482)
C (-1.26398, -0.58010, -4.04959)
H (0.99456, 0.80757, -1.85542)
H (0.85359, 1.52914, -4.71852)
H (1.17598, -0.30831, -5.30203)
H (1.91792, 0.48021, -3.90872)
H (-1.24054, -0.40089, -5.12439)
H (-1.28693, -1.63635, -3.76087)
H (-2.02207, -0.04121, -3.54492)
C (-2.51710, 0.61409, 2.18215)
O (-1.83897, -0.31556, 1.71140)
N (-3.74699, 0.60332, 2.51682)
C (-4.54738, 1.78649, 3.11166)
C (-4.51449, -0.63751, 2.54156)
H (-2.04268, 1.64259, 2.14351)
H (-4.12940, 2.73641, 2.73554)
H (-4.57392, 1.69914, 4.18382)
H (-5.54219, 1.77608, 2.80709)
H (-3.79707, -1.44323, 2.53622)
H (-5.15894, -0.65306, 3.45681)
H (-5.07045, -0.68239, 1.61758)
C (1.06179, -3.02201, 0.33752)
O (1.20947, -1.70224, 0.04841)
N (1.88284, -3.85078, -0.17657)
C (1.76084, -5.33317, -0.02867)
C (3.09822, -3.46363, -0.82192)
H (0.13932, -3.38069, 0.92917)
H (2.73035, -5.72898, 0.32571)
H (1.57446, -5.87957, -0.97581)
H (0.94430, -5.54678, 0.62730)
H (3.38208, -3.75035, -1.81793)
H (3.12031, -2.37523, -0.96207)
H (3.85892, -3.74203, -0.08796)

Calculated values
HOMO level = -19.1 eV
Total energy = -1183.17363 Ha
Energy above the lowest of the compared OMol25 structures with the same formula, charge and spin = 0.0 kcal/mol
Kohn-Sham gap = 9.2 eV
Net charge = +3

Mulliken population analysis, charges in e, atoms 1 to 5:
1 In 1.81
2 C 0.13
3 O -0.83
4 N 0.18
5 C -0.86

=====

DFT (ωB97M-V/def2-TZVPD) results for a cluster of 8 separate species, C35H79NO10 in total in a non-equilibrium geometry.

Cartesian coordinates (Å):
C (-1.17969, -10.11819, 3.43044)
C (0.06863, -9.20374, 3.99978)
C (0.18963, -9.18747, 5.63519)
N (-0.89768, -8.32919, 6.24605)
C (-0.48589, -6.88258, 6.40767)
C (-1.44867, -5.71800, 6.43953)
C (-0.58397, -4.33525, 6.61353)
O (-0.92346, -3.10188, 7.00582)
O (0.77036, -4.75146, 6.15552)
C (0.96916, -6.15606, 6.61526)
O (2.10993, -6.67893, 7.07270)
H (-1.91570, -10.50270, 4.26780)
H (-1.79728, -9.43881, 2.66744)
H (-0.75612, -11.02556, 2.78160)
H (-0.07680, -8.10718, 3.58899)
H (1.08079, -9.65327, 3.58892)
H (1.28223, -8.86941, 5.91043)
H (0.07967, -10.31844, 5.99484)
H (-1.29958, -8.74072, 7.11745)
H (-2.63436, -5.78953, 6.34078)
C (-0.91519, -2.86467, 1.45065)
C (0.59762, -2.88762, 1.30207)
O (1.23167, -1.69771, 1.76513)
C (1.04194, -1.37167, 3.14010)
C (1.55323, -2.44065, 4.09089)
H (-1.33978, -2.00780, 0.91357)
H (-1.35222, -3.78473, 1.04862)
H (-1.22109, -2.77901, 2.49514)
H (0.84422, -2.98134, 0.23980)
H (1.02922, -3.76287, 1.79650)
H (-0.01172, -1.14330, 3.33138)
H (1.59602, -0.44324, 3.32210)
H (1.02959, -3.39024, 3.95915)
H (1.41737, -2.12302, 5.12923)
H (2.61869, -2.62800, 3.91838)
C (5.27508, -6.04796, 2.28527)
C (5.06333, -5.97230, 0.78173)
O (4.18702, -4.92053, 0.38403)
C (4.58953, -3.59612, 0.72574)
C (5.92437, -3.19512, 0.12114)
H (4.31561, -6.17528, 2.80120)
H (5.92575, -6.89196, 2.53712)
H (5.73865, -5.14088, 2.67794)
H (4.60442, -6.90712, 0.44480)
H (6.01738, -5.88976, 0.25277)
H (4.59504, -3.47275, 1.81372)
H (3.81270, -2.92331, 0.34366)
H (6.74069, -3.82967, 0.47360)
H (6.16552, -2.16044, 0.38339)
H (5.89108, -3.28121, -0.97044)
C (5.18083, -2.13692, -4.74048)
C (6.48741, -1.44607, -4.38443)
O (7.47487, -2.33267, -3.86369)
C (7.88823, -3.39518, -4.71987)
C (8.49417, -2.91628, -6.02817)
H (4.76677, -2.64867, -3.86319)
H (4.44881, -1.40665, -5.10099)
H (5.31601, -2.88712, -5.52202)
H (6.29030, -0.70348, -3.60486)
H (6.88800, -0.89478, -5.24025)
H (7.05411, -4.08178, -4.89816)
H (8.64464, -3.96642, -4.16884)
H (7.77998, -2.34466, -6.62521)
H (8.82740, -3.76881, -6.62787)
H (9.35429, -2.26572, -5.83577)
C (-4.69057, 1.24817, 0.36088)
C (-3.99267, -0.07584, 0.09420)
O (-4.89223, -1.17133, -0.05748)
C (-5.83375, -1.07608, -1.12393)
C (-5.18616, -0.95502, -2.49291)
H (-5.31437, 1.17792, 1.26027)
H (-3.95410, 2.04587, 0.50381)
H (-5.34160, 1.53969, -0.46560)
H (-3.35146, -0.31264, 0.94906)
H (-3.33258, -0.00559, -0.77539)
H (-6.52861, -0.24995, -0.94058)
H (-6.43288, -1.99391, -1.09688)
H (-4.57975, -0.05066, -2.58050)
H (-5.95140, -0.92369, -3.27452)
H (-4.52763, -1.80992, -2.68141)
C (-2.81911, 6.63266, -1.72379)
C (-2.80304, 5.15240, -1.37771)
O (-4.06509, 4.51390, -1.55621)
C (-4.60668, 4.53667, -2.87493)
C (-3.71734, 3.86175, -3.90532)
H (-3.56832, 7.15900, -1.11997)
H (-1.83719, 7.07935, -1.53556)
H (-3.06742, 6.80343, -2.77311)
H (-2.54268, 5.04235, -0.32030)
H (-2.02890, 4.62389, -1.94181)
H (-4.84167, 5.56513, -3.16816)
H (-5.56342, 4.00299, -2.83081)
H (-2.74853, 4.35785, -3.99784)
H (-4.19692, 3.87459, -4.88884)
H (-3.52610, 2.82088, -3.62235)
C (0.34914, 7.69552, -5.86580)
C (-1.15590, 7.48174, -5.84626)
O (-1.85103, 8.41374, -5.02134)
C (-1.71963, 9.79013, -5.36937)
C (-2.21964, 10.11038, -6.76779)
H (0.75725, 7.63855, -4.84936)
H (0.83492, 6.93346, -6.48420)
H (0.61687, 8.67353, -6.27039)
H (-1.36350, 6.48708, -5.43938)
H (-1.56889, 7.49214, -6.85925)
H (-0.68261, 10.11529, -5.23594)
H (-2.31539, 10.35593, -4.64339)
H (-1.65510, 9.57776, -7.53647)
H (-2.13062, 11.18260, -6.96756)
H (-3.27067, 9.82031, -6.87390)
C (-1.16237, 6.94426, 4.42761)
C (-2.61089, 6.78973, 4.86248)
O (-3.54565, 7.30068, 3.91514)
C (-3.52650, 6.70455, 2.62010)
C (-3.81575, 5.21318, 2.63689)
H (-0.93000, 7.99920, 4.23773)
H (-0.48839, 6.56894, 5.20480)
H (-0.95143, 6.39338, 3.50896)
H (-2.76140, 7.35484, 5.78769)
H (-2.84291, 5.74683, 5.09775)
H (-2.57532, 6.91742, 2.12123)
H (-4.30231, 7.20788, 2.03114)
H (-3.06724, 4.65728, 3.20607)
H (-3.82606, 4.81598, 1.61727)
H (-4.78960, 5.01767, 3.09890)

Calculated values
HOMO level = -9.4 eV
Total energy = -2187.76351 Ha
Kohn-Sham gap = 7.8 eV
SMILES string = CCCNC1=CC(=O)OC1=O.CCOCC.CCOCC.CCOCC.CCOCC.CCOCC.CCOCC.CCOCC
Net charge = 0

Mulliken population analysis, charges in e, atoms 1 to 5:
1 C -0.86
2 C -0.21
3 C -0.57
4 N -0.28
5 C 0.42